{
  "formula": "C35H83N11O12S",
  "method": "wB97M-V/def2-TZVPD",
  "mol_weight_g_mol": 882.181,
  "relative_energy_ev": 5.643,
  "orbital_gap_ev": 9.35,
  "e_homo_ev": -9.3,
  "elements": ["C", "C", "O", "N", "C", "H", "H", "H", "H", "H", "H", "H", "C", "C", "O", "N", "C", "H", "H", "H", "H", "H", "H", "H", "C", "C", "O", "N", "C", "H", "H", "H", "H", "H", "H", "H", "C", "C", "O", "N", "C", "H", "H", "H", "H", "H", "H", "H", "C", "C", "O", "N", "C", "H", "H", "H", "H", "H", "H", "H", "C", "C", "O", "N", "C", "H", "H", "H", "H", "H", "H", "H", "C", "C", "O", "N", "C", "H", "H", "H", "H", "H", "H", "H", "C", "C", "O", "N", "C", "H", "H", "H", "H", "H", "H", "H", "C", "C", "O", "N", "C", "H", "H", "H", "H", "H", "H", "H", "C", "C", "O", "N", "C", "H", "H", "H", "H", "H", "H", "H", "C", "C", "O", "N", "C", "H", "H", "H", "H", "H", "H", "H", "C", "S", "O", "C", "H", "H", "H", "H", "H", "H"],
  "positions_angstrom": [[-27.70686, 15.74823, -12.95057], [-28.36831, 16.02407, -14.31828], [-29.55895, 16.18887, -14.37358], [-27.58685, 16.14095, -15.40488], [-28.01379, 16.26641, -16.80228], [-27.58878, 16.67034, -12.38147], [-26.67133, 15.40801, -12.94533], [-28.30734, 15.07753, -12.33601], [-26.61830, 15.90172, -15.24743], [-27.19740, 16.10853, -17.50703], [-28.44377, 17.25586, -16.95790], [-28.68242, 15.47100, -17.13145], [-36.28022, 25.44496, -2.05588], [-36.29022, 24.67647, -3.38482], [-35.63638, 25.12888, -4.28887], [-36.92511, 23.47415, -3.49899], [-36.80642, 22.57451, -4.60858], [-35.26296, 25.49317, -1.66734], [-36.78966, 24.90149, -1.26013], [-36.67519, 26.45568, -2.15853], [-37.60785, 23.18160, -2.81460], [-36.59803, 23.12732, -5.52459], [-37.66192, 21.90679, -4.71043], [-35.96496, 21.94115, -4.32767], [-25.21412, 22.96002, -9.93580], [-23.89630, 23.29164, -9.31214], [-22.97292, 23.39323, -10.09453], [-23.82275, 23.47678, -7.97143], [-22.60054, 23.86621, -7.24610], [-25.02743, 22.16929, -10.66243], [-25.48676, 23.86111, -10.48517], [-25.99605, 22.59799, -9.26826], [-24.57767, 23.21545, -7.35344], [-21.72512, 23.41264, -7.71087], [-22.68779, 23.67749, -6.17612], [-22.51279, 24.95163, -7.29376], [-24.94372, 26.13210, -0.17830], [-23.85865, 27.10950, -0.47739], [-24.12274, 28.21688, -1.05070], [-22.64872, 26.76824, -0.02081], [-21.46413, 27.57498, -0.22521], [-25.49150, 26.63313, 0.61983], [-24.46704, 25.23633, 0.21978], [-25.63717, 25.87296, -0.97834], [-22.61602, 25.83723, 0.36939], [-21.55798, 28.62127, 0.06558], [-21.37601, 27.43017, -1.30194], [-20.60245, 27.12130, 0.26446], [-27.75949, 17.41927, -5.77437], [-27.96973, 18.93786, -5.56014], [-26.95003, 19.54629, -5.35848], [-29.20201, 19.52210, -5.55376], [-29.38011, 20.95177, -5.41406], [-26.85302, 17.17452, -6.32800], [-28.54700, 17.06029, -6.43698], [-27.84449, 16.87099, -4.83614], [-30.05597, 19.00029, -5.68998], [-30.07738, 21.30465, -6.17392], [-28.41512, 21.44770, -5.51866], [-29.77937, 21.11603, -4.41321], [-29.71332, 8.13317, -2.62930], [-30.50444, 8.79509, -1.50249], [-30.48795, 8.41224, -0.33495], [-31.18832, 9.94847, -1.73736], [-31.27180, 10.56398, -2.99479], [-28.89246, 8.77760, -2.94392], [-30.23499, 7.96935, -3.57223], [-29.37930, 7.11008, -2.45662], [-31.68694, 10.40124, -0.98472], [-30.35525, 10.50871, -3.58215], [-31.54320, 11.61530, -2.89912], [-32.16028, 10.26525, -3.55108], [-17.29920, 12.51084, -7.99283], [-18.52877, 11.73508, -7.61152], [-18.50545, 10.60209, -7.92070], [-19.50485, 12.32941, -6.87250], [-20.54627, 11.68482, -6.15422], [-16.85896, 12.97373, -7.10964], [-17.46138, 13.29551, -8.73180], [-16.57042, 11.82132, -8.41890], [-19.59086, 13.33534, -6.90120], [-20.05004, 11.30566, -5.26086], [-20.99952, 10.80070, -6.60255], [-21.33823, 12.38074, -5.87747], [-31.73499, 24.54796, 3.72425], [-31.77449, 23.36976, 2.79495], [-30.67152, 22.89824, 2.37921], [-32.90547, 22.87057, 2.38187], [-32.93359, 21.78998, 1.45960], [-32.59198, 24.62587, 4.39327], [-31.69931, 25.52907, 3.25069], [-30.82003, 24.57860, 4.31587], [-33.75638, 23.30821, 2.70517], [-32.92947, 20.87901, 2.05812], [-32.17515, 21.88295, 0.68229], [-33.84882, 21.76168, 0.86828], [-20.75838, 18.41766, -3.98565], [-20.27016, 18.00804, -5.36854], [-19.34220, 17.24531, -5.54369], [-20.90656, 18.54335, -6.38880], [-20.84668, 18.26693, -7.77516], [-20.19729, 17.79127, -3.29217], [-21.75978, 17.99493, -3.90438], [-20.67707, 19.46049, -3.67906], [-21.61745, 19.19796, -6.09514], [-20.35468, 19.02592, -8.38340], [-21.86090, 18.20815, -8.17010], [-20.51629, 17.23884, -7.92343], [-30.01175, 28.24647, -6.69390], [-30.31074, 27.72304, -8.07969], [-29.47414, 27.82156, -8.95379], [-31.56454, 27.19131, -8.22418], [-31.97487, 26.50105, -9.49624], [-28.93490, 28.31998, -6.54199], [-30.38018, 27.49395, -5.99671], [-30.44447, 29.23845, -6.56421], [-32.23821, 27.16881, -7.47200], [-31.29477, 26.70854, -10.32238], [-33.01737, 26.69635, -9.74754], [-31.82237, 25.47646, -9.15704], [-28.62023, 15.79999, 0.85928], [-29.26807, 14.84512, 1.83724], [-30.53822, 14.67472, 1.80497], [-28.45353, 14.05148, 2.58535], [-28.95783, 12.98400, 3.45395], [-29.34482, 16.08912, 0.09805], [-27.78891, 15.25622, 0.41056], [-28.29635, 16.70554, 1.37230], [-27.45056, 14.14071, 2.50678], [-28.15093, 12.27020, 3.61972], [-29.83852, 12.52163, 3.00817], [-29.19965, 13.37530, 4.44213], [-34.77372, 16.57330, -9.77295], [-34.11507, 15.18897, -8.70492], [-33.86898, 15.82325, -7.32971], [-35.61729, 14.18941, -8.51479], [-35.04631, 16.14614, -10.73800], [-33.98631, 17.28405, -10.02381], [-35.55320, 17.20739, -9.35051], [-35.41650, 13.31601, -7.89434], [-36.12001, 13.99471, -9.46213], [-36.41912, 14.71322, -7.99442]]
}